Record 1
Here is a molecular structure, C14H26NOOsP in a non-equilibrium geometry from the Open Molecules 2025 dataset. Energies are from the ωB97M-V functional and the def2-TZVPD basis.

Calculated total energy   -30210.88736 eV
Multiplicity   5
Strongest force on any atom   4.8 eV/A
Total charge   +2

Geometry as XYZ:
```
44
Properties=species:S:1:pos:R:3:lowdin_spin:R:1
C 3.079 -2.277 0.885 0.0575
C 3.255 -0.920 0.633 0.1834
C 2.184 -0.019 0.637 0.2497
C 0.875 -0.507 0.947 0.0684
C 0.698 -1.916 1.135 0.1643
C 1.799 -2.773 1.124 0.2590
C 2.442 1.398 0.246 0.0537
C 1.336 2.014 -0.636 0.0777
N 1.593 1.904 -2.057 0.1012
Os -0.851 0.580 0.884 2.1289
C -0.696 -2.447 1.234 0.0420
P -1.696 -1.285 0.099 0.0868
H 4.245 -0.532 0.399 0.0042
H 1.630 -3.840 1.271 0.0088
H 3.935 -2.953 0.881 -0.0009
H -1.150 -2.313 2.229 0.0117
H -0.775 -3.507 0.963 0.0009
H 2.519 2.060 1.132 0.0237
H 3.407 1.469 -0.280 0.0042
H 0.306 1.529 -0.368 0.0264
C -3.438 -1.891 0.238 0.0131
C -1.198 -1.948 -1.586 0.0392
H 1.243 3.082 -0.409 0.0031
C 1.463 0.559 -2.609 0.0154
C 0.869 2.899 -2.847 0.0094
H -2.488 1.405 1.469 0.0204
H 1.749 0.563 -3.670 0.0004
H 2.114 -0.140 -2.075 0.0044
H 0.423 0.187 -2.544 0.0054
H 1.184 2.849 -3.891 0.0006
H -0.220 2.741 -2.805 0.0035
H 1.089 3.894 -2.452 0.0004
H -1.436 -3.012 -1.736 0.0034
H -1.710 -1.356 -2.357 0.0003
H -0.117 -1.807 -1.705 0.0007
H -3.558 -2.966 0.039 0.0012
H -3.795 -1.676 1.252 0.0001
H -4.062 -1.331 -0.472 0.0004
H -2.139 1.763 0.352 0.0419
C -2.891 2.170 3.369 0.0292
O -2.000 1.478 2.452 0.2442
H -3.793 1.592 3.385 0.0037
H -3.068 3.163 2.992 0.0039
H -2.357 2.116 4.252 0.0043
```



Record 2
Here is a molecular structure, C14H27AlClIN2P2S in a non-equilibrium geometry from the Open Molecules 2025 dataset. Energies are from the ωB97M-V functional and the def2-TZVPD basis.

Calculated total energy   -74554.34415 eV
Multiplicity   1
Strongest force on any atom   2.7 eV/A
Total charge   +2

Geometry as XYZ:
```
49
Properties=species:S:1:pos:R:3:nbo_charge:R:1
C -0.724 0.249 0.624 -0.8250
I -2.662 0.734 0.118 0.1207
H -0.399 -0.612 0.023 0.2430
H -0.701 0.011 1.690 0.2313
H 0.001 1.056 0.440 0.2338
Al -1.097 -1.660 -3.999 1.1612
P -1.319 -2.863 -0.209 0.7496
C -1.258 -2.978 1.635 -0.9248
C -3.073 -3.376 -0.390 -0.9285
H -3.251 -4.329 0.129 0.2362
H -1.087 -5.317 -0.172 0.2372
H -3.297 -3.481 -1.460 0.2293
H -0.386 -4.558 -1.648 0.2362
H -1.778 -2.109 2.063 0.2253
H -3.700 -2.585 0.040 0.2379
C -0.499 -4.471 -0.556 -0.9340
H -1.728 -3.911 1.985 0.2453
H 0.496 -4.464 -0.088 0.2360
H -0.199 -2.973 1.934 0.2253
P -0.459 0.495 -3.550 0.7227
C 0.234 1.808 -2.511 -0.9273
C 0.611 0.664 -5.031 -0.9341
H -2.745 0.615 -4.518 0.2638
H -1.767 2.091 -4.768 0.2585
H -2.497 1.721 -3.158 0.2662
C -2.026 1.301 -4.055 -0.9316
H 0.644 -0.222 -5.678 0.2597
H 0.251 1.517 -5.615 0.2647
H 0.222 2.725 -3.123 0.2642
H 1.273 1.587 -2.235 0.2603
H 1.636 0.855 -4.682 0.2679
H -0.363 1.981 -1.607 0.2512
Cl -0.474 -3.664 -4.310 -0.5193
N -0.452 3.891 1.451 -0.6825
C 0.534 3.315 2.164 0.3331
N 0.937 2.076 2.017 -0.4546
C 1.914 1.703 2.909 0.2121
C 2.468 0.423 3.080 -0.1670
C 3.420 0.233 4.085 -0.1844
C 3.862 1.319 4.878 -0.0325
C 3.282 2.597 4.723 -0.2085
C 2.333 2.783 3.735 -0.1531
S 1.436 4.241 3.360 0.4344
H -0.720 4.834 1.694 0.4363
H -1.072 3.283 0.919 0.4371
H 2.117 -0.400 2.454 0.2512
H 3.863 -0.755 4.240 0.2586
H 4.627 1.160 5.640 0.2570
H 3.572 3.459 5.332 0.2597
```



Record 3
Here is a molecular structure, C14H27BiN7O7 in a non-equilibrium geometry from the Open Molecules 2025 dataset. Energies are from the ωB97M-V functional and the def2-TZVPD basis.

Calculated total energy   -45545.09860 eV
Energy above the lowest of the compared OMol25 structures with the same formula, charge and spin   0.000 eV
Multiplicity   1
Strongest force on any atom   4.4 eV/A
Total charge   +1

Geometry as XYZ:
```
56
Properties=species:S:1:pos:R:3:nbo_charge:R:1
O -0.935 0.492 -5.253 -0.7371
H -1.373 0.385 -6.120 0.4736
Bi -0.377 0.143 -0.346 1.9485
N -0.534 2.270 0.596 -0.2531
N 0.409 1.941 -1.695 -0.2256
N -2.228 -0.815 0.759 -0.2522
N -1.550 -1.484 -1.627 -0.2273
O -1.151 2.299 1.745 -0.6258
O -2.447 -0.502 2.124 -0.5399
O -0.793 -1.971 -2.746 -0.5488
O 1.027 1.421 -2.699 -0.5128
C 0.997 2.986 -0.998 0.1331
C 0.405 3.212 0.263 0.1472
C -2.540 -2.087 0.421 0.2224
C -2.083 -2.483 -0.881 0.2002
C 0.830 4.251 1.232 -0.6578
H 1.161 3.815 2.191 0.2372
H 0.013 4.952 1.460 0.2457
H 1.672 4.832 0.833 0.2277
C 2.246 3.595 -1.501 -0.6644
H 2.172 3.843 -2.570 0.2501
H 3.098 2.899 -1.402 0.2422
H 2.504 4.510 -0.953 0.2220
C -3.080 -3.052 1.408 -0.6889
C -2.013 -3.880 -1.353 -0.7030
H -3.672 -2.553 2.182 0.2772
H -2.269 -3.597 1.924 0.2508
H -3.703 -3.817 0.921 0.2505
H -1.201 -3.947 -2.088 0.2755
H -2.947 -4.162 -1.861 0.2770
H -1.836 -4.602 -0.535 0.2358
H -2.121 0.425 2.250 0.5261
H -0.442 -1.166 -3.198 0.5246
C -1.859 1.169 -4.394 -0.2562
H -1.291 1.839 -3.740 0.1994
H -2.323 0.414 -3.748 0.1426
H -2.630 1.731 -4.951 0.1819
O -3.046 1.635 -0.761 -0.9350
H -3.511 0.925 -0.277 0.4763
H -2.825 2.333 -0.103 0.5060
C 4.095 0.657 3.056 -0.4053
N 3.176 -0.376 2.572 -0.3851
C 3.028 -1.571 3.205 0.1608
C 2.125 -2.490 2.733 -0.3930
C 1.415 -2.182 1.552 0.4782
N 1.472 -0.962 1.001 -0.6766
C 2.372 -0.031 1.488 0.7622
O 2.456 1.090 0.977 -0.6126
N 0.617 -3.058 0.906 -0.7800
H 3.537 1.537 3.415 0.2348
H 4.754 0.996 2.243 0.2421
H 4.683 0.228 3.873 0.2139
H 3.675 -1.712 4.073 0.2405
H 1.999 -3.452 3.214 0.2470
H 0.393 -2.884 -0.083 0.4116
H 0.449 -3.991 1.264 0.4162
```



Record 4
Here is 2 unconnected molecules or ions with the total composition C14H27FN2O3 in a non-equilibrium geometry from the Open Molecules 2025 dataset. Energies are from the ωB97M-V functional and the def2-TZVPD basis.

Calculated total energy   -26791.71480 eV
Multiplicity   1
Strongest force on any atom   1.9 eV/A

Geometry as XYZ:
```
47
Properties=species:S:1:pos:R:3:nbo_charge:R:1
C -2.884 -6.159 1.945 -0.3829
C -2.043 -5.510 1.385 0.1789
N -1.185 -4.706 0.683 -0.6541
C -1.921 -4.179 -0.506 -0.1796
C -1.444 -2.778 -0.890 0.7438
O -1.743 -2.303 -1.990 -0.7334
O -0.744 -2.124 -0.078 -0.8431
C -1.777 -5.238 -1.621 0.2248
C -0.335 -5.383 -2.134 -0.6590
F -2.570 -4.881 -2.701 -0.3604
H -3.772 -6.718 2.127 0.2331
H -0.898 -3.912 1.252 0.4204
H -2.985 -4.173 -0.220 0.2059
H -2.106 -6.205 -1.220 0.1585
H -0.238 -4.729 -3.011 0.2311
H -0.191 -6.412 -2.486 0.2024
H 0.424 -5.085 -1.406 0.2263
C 2.074 0.583 -0.006 -0.6515
C 1.216 1.685 -0.593 -0.2095
N 0.033 2.080 0.265 -0.2127
C -0.817 0.849 0.466 -0.4121
C -0.853 3.046 -0.492 -0.2078
C -0.261 4.405 -0.834 -0.6370
C 0.398 2.568 1.655 -0.2334
C 1.406 3.699 1.788 -0.0842
O 2.666 3.333 1.268 -0.5563
C 3.472 4.451 0.923 -0.2512
H 1.537 -0.366 0.042 0.2608
H 2.938 0.428 -0.653 0.2414
H 2.448 0.822 0.987 0.2184
H 0.802 1.349 -1.546 0.2290
H 1.804 2.574 -0.794 0.2191
H -1.044 0.423 -0.510 0.2744
H -1.733 1.138 0.978 0.2119
H -0.273 0.134 1.072 0.2554
H -1.757 3.178 0.101 0.2192
H -1.127 2.532 -1.413 0.2338
H -0.367 5.104 -0.006 0.2117
H -0.829 4.836 -1.659 0.2449
H 0.781 4.367 -1.144 0.2202
H 0.782 1.695 2.181 0.2388
H -0.542 2.861 2.122 0.2280
H 1.530 3.900 2.860 0.1982
H 1.046 4.622 1.336 0.1813
H 3.231 5.331 1.522 0.1782
H 3.340 4.682 -0.139 0.1724
H 4.513 4.184 1.093 0.2058
```



Record 5
Here is a molecular structure, C14H27N5NiO3PS2SeSi in a non-equilibrium geometry from the Open Molecules 2025 dataset. Energies are from the ωB97M-V functional and the def2-TZVPD basis.

Calculated total energy   -173779.50924 eV
Energy above the lowest of the compared OMol25 structures with the same formula, charge and spin   0.000 eV
Multiplicity   2
Strongest force on any atom   1.1 eV/A
Total charge   -2

Geometry as XYZ:
```
55
Properties=species:S:1:pos:R:3:lowdin_spin:R:1
Ni 0.043 0.871 -0.071 0.9598
C -3.434 3.463 3.897 0.0002
C -2.737 2.132 4.113 0.0009
O -2.834 1.332 2.945 0.0008
P -1.518 1.100 1.985 -0.0082
S -2.252 0.191 0.402 0.0076
S -0.448 2.766 1.876 0.0121
O -0.781 0.047 3.007 -0.0033
C 0.623 -0.182 2.950 -0.0034
C 0.944 -1.273 3.955 -0.0004
H -3.447 4.047 4.824 0.0000
H -4.461 3.299 3.563 0.0000
H -2.900 4.024 3.129 0.0002
H -3.212 1.574 4.926 0.0000
H -1.690 2.300 4.374 0.0006
H 1.149 0.746 3.192 -0.0001
H 0.911 -0.484 1.942 -0.0020
H 0.610 -0.978 4.954 -0.0002
H 2.022 -1.458 3.979 0.0000
H 0.431 -2.195 3.678 0.0000
N 3.214 3.948 -2.195 0.0008
N 3.206 2.966 -1.163 0.0017
N 3.867 1.814 -1.328 -0.0001
C 3.120 0.989 -0.644 0.0013
N 2.005 1.583 -0.159 0.0116
N 2.071 2.815 -0.511 0.0044
H 3.701 3.495 -2.957 0.0002
H 2.234 4.010 -2.474 0.0000
H 3.323 -0.060 -0.518 0.0000
C 2.917 -2.687 0.701 0.0002
Si 1.280 -2.514 -0.276 0.0023
C 0.103 -3.703 0.628 0.0000
C 1.632 -3.342 -1.952 0.0010
O 0.774 -1.035 -0.413 0.0143
H 3.337 -3.699 0.631 0.0000
H 2.747 -2.467 1.761 0.0000
H 3.677 -1.987 0.337 0.0000
H 0.227 -4.738 0.288 0.0000
H -0.937 -3.407 0.458 0.0000
H 0.279 -3.685 1.709 0.0000
H 2.019 -4.362 -1.836 0.0002
H 2.367 -2.759 -2.519 0.0000
H 0.717 -3.390 -2.552 0.0000
Se -0.398 2.136 -2.182 -0.0017
C -1.424 0.929 -3.249 0.0001
C -2.504 1.357 -4.027 0.0000
C -3.170 0.478 -4.875 0.0000
C -2.778 -0.853 -4.958 0.0001
C -1.733 -1.300 -4.153 -0.0001
C -1.070 -0.427 -3.302 -0.0003
H -2.813 2.393 -3.954 -0.0001
H -4.005 0.833 -5.472 0.0000
H -3.286 -1.533 -5.634 0.0000
H -1.435 -2.344 -4.192 0.0000
H -0.283 -0.778 -2.642 -0.0003
```



> calculated total energy of number 5 (C14H27N5NiO3PS2SeSi)?

-173779.50924 eV



> The highest calculated total energy belongs to which entry?

C14H27FN2O3